Entry 1:
49
Properties=species:S:1:pos:R:3:forces:R:3 method="wB97M-V/def2-TZVPD" homo_ev=-8.887 total_charge=0 orbital_gap_ev=9.52 smiles="O=C(c1ccoc1)N1CCC[C@](CO)(CCCc2ccccc2)C1" energy_ha=-1057.5851
O 0.85119 0.59930 2.45725 0.26 -0.05 0.08
C -0.36425 0.56468 2.37940 0.04 0.04 0.24
N -1.05380 1.30969 1.48414 -0.02 0.18 -0.11
C -2.48723 1.40449 1.36561 -0.41 -0.22 -0.05
H -2.77081 2.46099 1.46715 -0.03 -0.06 0.03
C -2.93184 0.89600 -0.00625 -0.01 0.29 0.06
H -2.72735 -0.17207 -0.08332 -0.04 -0.11 0.02
H -4.00791 1.04172 -0.11647 -0.03 -0.06 0.01
C -2.19021 1.64553 -1.11159 0.16 -0.22 0.04
H -2.49749 2.69643 -1.08834 -0.03 0.08 -0.05
H -2.47471 1.23079 -2.07985 -0.03 0.07 -0.07
C -0.66393 1.58001 -0.92850 0.10 0.18 -0.09
C -0.09871 0.15627 -1.06566 -0.18 0.19 -0.26
C -0.40692 -0.55756 -2.37927 0.13 -0.15 0.20
H -0.11384 0.07670 -3.21552 -0.11 -0.05 -0.04
H -1.47731 -0.76147 -2.45882 -0.06 0.06 -0.07
C 0.34978 -1.88997 -2.46821 -0.12 0.16 -0.08
C 1.83549 -1.67228 -2.50870 -0.04 -0.17 0.03
C 2.62249 -1.88064 -1.38360 -0.01 -0.03 -0.04
C 3.98521 -1.64140 -1.42052 0.09 0.01 0.07
C 4.57924 -1.18931 -2.58575 0.12 0.02 0.02
C 3.80349 -0.97859 -3.71342 0.05 0.06 -0.09
C 2.44217 -1.21787 -3.67340 -0.01 0.00 0.03
H 1.84064 -1.05063 -4.55571 -0.08 0.02 -0.10
H 4.26136 -0.62613 -4.62650 0.03 0.02 -0.07
H 5.64269 -1.00187 -2.61575 0.08 0.01 0.00
H 4.58270 -1.80569 -0.53566 0.05 -0.01 0.07
H 2.16579 -2.23009 -0.46829 -0.07 -0.03 0.09
H 0.03331 -2.41253 -3.37436 0.00 -0.07 0.06
H 0.09014 -2.51175 -1.60828 -0.01 -0.08 -0.02
H 0.98600 0.22425 -0.95780 0.02 0.02 0.11
H -0.45994 -0.45443 -0.23526 0.06 -0.08 0.06
C -0.34145 2.08241 0.49356 0.35 0.01 -0.30
H -0.62856 3.13665 0.59212 0.01 -0.01 0.00
H 0.72520 1.98485 0.70293 -0.09 0.09 -0.03
C 0.02726 2.54195 -1.92125 0.00 0.04 0.61
O -0.33471 2.37612 -3.26875 -0.25 -0.03 -0.47
H -1.27130 2.57751 -3.36769 0.06 0.01 -0.01
H -0.17120 3.57888 -1.60847 0.05 -0.07 0.04
H 1.10690 2.37957 -1.88984 -0.01 0.04 0.09
H -2.96834 0.84351 2.16630 0.04 0.15 -0.05
C -1.15550 -0.31375 3.27849 0.14 -0.18 0.75
C -1.03594 -0.37429 4.63794 0.29 0.56 -0.88
O -1.81467 -1.33861 5.14467 -0.03 -0.09 0.50
C -2.43072 -1.93379 4.11121 -0.20 -0.11 -0.88
C -2.07063 -1.35217 2.93702 -0.18 -0.22 0.45
H -2.39209 -1.63486 1.95560 -0.12 -0.10 -0.21
H -3.09169 -2.74825 4.33200 -0.05 -0.10 0.14
H -0.45509 0.21459 5.31875 0.08 0.00 0.19

---

Entry 2:
155
Properties=species:S:1:pos:R:3:forces:R:3 method="wB97M-V/def2-TZVPD" homo_ev=-6.298 total_charge=-1 orbital_gap_ev=7.81 energy_ha=-3639.6860
O -25.41767 28.96288 20.89418 -1.65 1.79 1.27
C -26.27550 29.64507 21.45522 0.45 -0.72 -1.13
O -27.58405 29.43690 21.45138 0.43 -0.90 0.24
B -28.28172 30.42762 22.30862 -1.11 -0.12 -0.56
O -27.23372 31.31512 22.74737 -0.08 0.47 0.95
C -26.10479 30.95630 22.24938 5.72 1.51 0.78
O -24.97844 31.51945 22.43113 -4.07 -1.77 -0.74
O -29.19390 29.81800 23.33431 -0.84 0.72 -1.27
C -30.44980 30.08846 22.89998 -2.33 -2.00 1.53
O -31.50805 29.63907 23.34223 2.23 0.64 -0.51
C -30.47416 30.97836 21.67243 0.67 1.13 -0.08
O -29.17908 31.21749 21.46205 -1.19 0.59 -1.36
O -31.45269 31.43497 21.10471 1.66 -0.81 0.80
C -26.45052 31.35090 27.96757 1.55 -0.40 -0.38
C -27.38641 30.45880 27.14903 0.05 0.70 1.34
C -26.79473 29.04917 26.94400 0.57 1.84 1.62
O -27.58515 28.30805 26.12302 -0.33 -1.10 -2.28
C -26.98559 27.50434 25.09122 -1.95 0.20 0.30
N -28.61461 30.29483 27.95124 0.83 -0.69 -1.25
H -25.52951 31.58625 27.43423 0.15 0.00 -0.62
H -26.04181 30.78438 28.80430 -0.50 0.08 0.50
H -26.79353 32.33683 28.28123 -0.71 -0.38 0.11
H -27.56752 30.96456 26.20061 -0.06 -0.20 -0.50
H -26.89135 28.58110 27.92364 0.74 0.05 0.45
H -25.76254 29.14279 26.60647 0.18 -0.27 -0.07
H -27.03426 26.45872 25.39522 0.55 -0.11 0.09
H -26.01579 27.79664 24.68854 0.10 0.27 0.46
H -27.74966 27.60774 24.32076 0.33 -0.21 -0.63
H -29.24646 31.04630 27.71424 -0.32 0.42 0.45
H -29.03629 29.50130 27.49012 -0.78 -0.37 0.57
C -26.33346 25.28177 22.10224 -0.66 -1.25 -0.26
C -26.87057 25.37422 20.67791 1.49 2.22 -0.54
C -28.38251 25.87786 20.72377 1.41 -1.39 -0.76
O -28.98000 25.88057 19.43299 0.40 0.62 0.40
C -30.39623 25.88710 19.52542 0.57 -0.51 -0.20
N -25.88593 26.28459 19.95471 -1.66 -0.08 0.40
H -26.52319 26.22795 22.60905 0.04 -0.28 0.38
H -25.30318 24.94401 22.21422 0.28 0.68 -0.59
H -26.82896 24.40370 22.51645 -0.62 0.42 0.81
H -26.66177 24.45392 20.13243 -1.08 -0.38 0.22
H -28.49688 26.86749 21.16609 0.36 0.11 0.23
H -28.88021 25.13168 21.34311 -0.32 -0.04 0.29
H -30.65757 24.83603 19.64819 -0.73 -0.03 -0.23
H -30.77957 26.34397 18.61305 -0.12 -0.31 0.01
H -30.80141 26.42290 20.38382 0.23 0.32 0.17
H -26.30827 26.55871 19.07916 -0.27 -0.23 -0.54
H -25.81201 27.18556 20.40514 -0.02 0.09 0.65
C -22.20639 29.15658 21.56581 -1.22 -0.08 -0.57
C -20.95449 29.10749 22.39489 3.24 -0.68 -2.77
C -19.80486 30.06445 21.89266 -0.24 0.82 0.67
O -18.75683 30.23005 22.91748 0.09 -0.74 -0.94
C -17.69094 31.09034 22.42423 -2.17 -1.10 -1.24
N -21.23048 29.39335 23.69117 -1.64 1.86 3.64
H -22.77131 30.08499 21.64957 0.43 0.54 0.32
H -22.96489 28.46663 21.93559 0.32 -0.41 0.14
H -22.16944 28.99554 20.48841 0.68 -0.24 -0.02
H -20.45411 28.14126 22.45911 -0.27 -0.61 -0.94
H -20.10257 31.10630 21.77424 -1.00 0.16 -0.21
H -19.53288 29.75794 20.88262 1.05 -0.36 0.07
H -17.48848 30.68157 21.43427 1.27 -0.34 0.09
H -16.86373 31.14561 23.13188 -0.29 0.03 -0.23
H -18.14838 32.01987 22.08535 0.20 0.77 0.88
H -20.41349 29.36605 24.28438 0.24 -0.29 -0.08
H -21.38626 30.38598 23.58859 -0.74 0.68 1.19
C -34.99304 28.44200 23.38610 1.22 0.23 -0.93
C -35.09151 27.87619 21.98399 -1.19 -0.87 0.86
C -34.21126 28.52078 20.90011 -0.67 -0.53 1.15
O -34.33640 27.77038 19.72087 -0.28 -0.29 -0.54
C -33.49882 28.32217 18.73059 -1.30 1.10 -0.48
N -34.72552 26.46096 22.02731 -0.35 0.15 -0.28
H -35.19172 29.51348 23.36258 0.11 -0.01 0.43
H -33.93633 28.24240 23.56392 0.16 0.61 0.90
H -35.61225 27.91162 24.10956 -0.04 0.04 -0.23
H -36.17019 27.82370 21.83643 -0.12 0.63 -1.25
H -33.18337 28.31784 21.20070 0.36 0.94 0.59
H -34.45658 29.57028 20.73740 0.27 0.23 -0.07
H -33.84496 27.96968 17.75897 0.55 -0.59 0.09
H -32.42686 28.27483 18.92229 0.02 -0.45 0.02
H -33.78198 29.37421 18.69683 0.45 0.47 -0.14
H -33.96484 26.31785 22.67615 0.38 -0.09 -0.13
H -34.41504 26.39610 21.06841 0.46 -1.52 -0.03
C -24.65907 37.19008 20.10601 -1.26 -0.03 -0.62
C -25.43195 35.86601 20.52178 1.04 0.76 1.15
C -25.24199 34.77663 19.42917 -0.15 0.18 0.22
O -25.82630 33.51550 19.72931 -0.14 -0.39 0.11
C -25.31251 32.43586 18.94477 -0.36 -0.38 1.04
N -24.92105 35.40341 21.83342 -0.15 0.59 -0.90
H -24.22678 37.08766 19.11066 0.28 0.02 0.04
H -23.97049 37.70855 20.77320 0.38 -1.13 0.38
H -25.40366 37.98150 20.02035 -0.33 -0.03 -0.38
H -26.44140 36.20073 20.76070 -0.35 -0.49 -0.75
H -24.16632 34.61668 19.35527 0.26 0.31 -0.22
H -25.61606 35.13083 18.46859 -0.02 0.11 -0.24
H -25.33988 32.64723 17.87581 0.31 -0.10 0.06
H -25.81307 31.49485 19.17290 -1.58 0.40 -0.33
H -24.40890 31.98042 19.34993 1.35 1.19 -0.36
H -25.57847 34.72578 22.19218 0.20 -0.44 0.07
H -24.06690 34.93480 21.56707 0.03 -0.33 0.70
C -33.61488 35.68438 21.13478 1.66 0.42 0.42
C -32.14934 36.20155 21.38396 -2.27 -1.80 1.57
C -31.11393 35.05946 21.72923 -1.17 1.08 -0.83
O -29.91948 35.69227 22.19175 1.22 -1.44 -0.02
C -28.88433 34.70820 22.61217 -1.41 -0.11 -0.63
N -31.73744 37.04421 20.29150 0.86 -0.28 0.37
H -34.24132 36.55659 20.94788 -0.03 0.03 0.07
H -33.87510 35.24428 22.09742 -0.60 -0.52 -0.38
H -33.66239 35.05977 20.24276 -0.10 -0.39 0.30
H -32.30561 36.82977 22.26091 0.45 -0.13 0.55
H -31.06029 34.51701 20.78531 1.02 -0.06 -0.48
H -31.47726 34.26918 22.38616 -0.32 0.46 0.69
H -28.97728 33.78047 22.04757 -0.27 0.00 -0.29
H -29.05438 34.42192 23.65007 0.18 0.32 0.16
H -27.85090 35.00472 22.43272 -0.34 0.80 0.15
H -30.74900 36.87928 20.41758 0.85 0.89 -0.90
H -31.90869 37.94251 20.72024 0.31 0.67 -0.78
C -23.35030 26.78028 17.34123 -0.40 -2.67 -2.59
O -22.84952 26.58462 16.22719 0.39 0.28 0.70
N -24.04780 25.86534 18.01763 0.02 -2.33 -0.57
N -23.41615 27.90197 17.98224 0.66 4.63 1.56
H -24.08958 24.94062 17.61357 -0.09 0.25 0.20
H -24.45406 26.05315 18.92304 -0.07 -0.50 0.22
H -24.10420 28.01797 18.71246 0.45 0.25 -0.02
H -22.86102 28.68959 17.67960 -0.37 -0.15 0.03
C -34.28391 33.04333 23.65363 2.52 -1.33 0.25
O -33.21673 33.43614 24.13026 -0.45 0.79 0.21
N -34.28607 32.13546 22.70076 0.27 -1.49 -2.35
N -35.48872 33.26564 24.10867 -2.20 1.82 1.91
H -35.15889 31.74103 22.38026 0.58 -0.10 -0.17
H -33.38947 31.81494 22.36392 -0.15 -0.14 -0.37
H -35.49505 33.72185 25.00974 -0.66 0.04 -0.26
H -36.30872 32.89350 23.65125 0.21 0.28 0.52
C -21.94559 34.07610 21.89526 1.46 0.11 0.29
O -21.05059 34.77119 21.52107 1.76 2.01 -1.21
N -22.71191 33.32048 21.16214 -2.38 -2.39 -2.54
N -22.20393 33.85047 23.16517 -0.84 -0.28 4.61
H -23.27425 32.66096 21.68070 -0.37 -0.15 -0.72
H -22.76956 33.32665 20.15381 0.41 0.07 0.44
H -23.05743 33.39265 23.45161 0.05 0.03 -0.19
H -21.81703 34.40137 23.91810 0.28 0.11 -0.63
C -30.95772 32.47920 26.41694 2.62 -1.23 6.63
O -30.54565 32.30566 27.60332 -0.42 1.33 -1.33
N -30.75492 33.49536 25.68403 1.98 6.49 -3.22
N -31.55132 31.55415 25.80722 -3.98 -5.28 -3.64
H -30.96708 33.58313 24.70047 -0.59 -0.67 0.28
H -30.18100 34.28782 25.93444 -0.16 -0.47 0.86
H -31.77745 30.64393 26.18203 0.27 0.46 0.52
H -32.06246 31.79326 24.96956 0.04 -0.12 -0.04
C -31.38460 28.28704 26.52784 2.56 0.20 2.01
O -31.12872 28.61959 27.65995 0.84 0.56 1.56
N -30.54028 27.98373 25.57473 3.49 -0.99 -2.10
N -32.57197 28.20211 26.09731 -7.42 -0.67 -2.27
H -30.85199 27.60038 24.69384 0.14 0.47 0.30
H -29.58259 28.30179 25.61671 0.06 -0.16 0.23
H -32.74072 27.91655 25.14333 -0.13 0.26 0.33
H -33.38289 28.20253 26.69939 0.46 0.09 0.11

---

Entry 3:
19
Properties=species:S:1:pos:R:3:forces:R:3 method="wB97M-V/def2-TZVPD" homo_ev=-14.146 total_charge=+1 orbital_gap_ev=10.89 smiles=NCCCC[NH3+] energy_ha=-269.4096
C -0.84428 -1.29378 0.66180 -2.99 -2.61 3.31
C -1.57646 -0.05323 0.05321 1.59 -0.08 -0.69
C -0.52580 1.03085 0.37162 -2.44 2.87 1.86
C 0.52490 1.34565 -0.68180 -0.47 0.62 -1.07
N 1.84463 0.76665 -0.49038 -0.35 -1.27 -2.33
N 0.48050 -1.82221 0.13232 0.41 3.24 -2.31
H -1.55784 -2.16625 0.82982 0.97 0.63 -1.12
H -0.68355 -1.11040 1.75960 0.22 0.37 -1.08
H -1.54921 -0.00190 -1.02742 -0.15 -0.90 -0.60
H -2.72235 0.13286 0.21999 2.47 -0.66 0.81
H -0.18696 0.88422 1.46068 0.15 0.40 -1.72
H -1.11480 2.01039 0.42542 0.74 -1.13 0.14
H 0.17797 1.00448 -1.75337 0.42 0.79 2.04
H 0.67308 2.44828 -0.68309 -0.52 -0.57 -0.34
H 2.32765 1.12976 0.27960 0.65 0.87 1.41
H 2.30643 1.15019 -1.33582 0.49 -0.98 0.84
H 1.20811 -0.94119 0.10175 -0.92 -1.50 0.04
H 0.93251 -2.65810 0.59821 -1.11 1.06 -0.90
H 0.28544 -1.85626 -0.92213 0.86 -1.14 1.69

---

Entry 4:
75
Properties=species:S:1:pos:R:3:forces:R:3 method="wB97M-V/def2-TZVPD" homo_ev=-6.495 total_charge=0 orbital_gap_ev=5.39 energy_ha=-1618.2463
C 0.74110 0.32409 1.14836 0.92 0.61 0.59
C -0.45353 0.40508 0.96834 -1.39 0.30 -0.59
C -1.96248 0.62399 0.69119 0.67 -0.27 1.12
C -2.72706 -0.65786 0.16896 0.25 -0.61 -0.37
C -2.86386 -0.75800 -1.41249 0.22 -0.07 0.96
Nb -4.24219 0.89044 -2.21559 -0.66 2.61 -2.09
C -2.37455 2.09526 -2.75174 -0.63 0.01 -1.26
N -1.29672 1.31399 -3.42232 1.38 1.22 0.96
C -0.12959 2.21514 -3.56087 0.67 0.54 -1.05
C -6.12984 -0.34529 -1.74153 -1.00 -1.34 -0.01
S -7.35164 -0.43941 -3.08610 0.06 1.18 -1.50
O -6.87128 -1.15465 -4.27831 -0.29 0.16 1.93
O -7.89242 0.89847 -3.37591 0.42 -1.58 1.04
O -5.36444 2.59095 -2.78269 2.08 -1.24 2.31
C -5.27931 3.49114 -1.64860 -0.98 0.64 0.19
C -5.80861 4.95753 -1.91037 0.78 0.53 1.29
C -5.22778 5.86599 -0.71374 0.54 -1.24 0.20
C -5.55419 5.22007 0.72178 -0.51 -0.29 -0.87
H 1.79524 0.52812 1.44309 -1.60 -0.52 -0.55
H -2.42869 0.89763 1.68988 0.67 -0.18 -1.07
H -2.06195 1.53462 0.04524 0.03 -1.05 0.39
H -2.16018 -1.56319 0.56336 -0.65 0.96 -0.27
H -3.76840 -0.69432 0.60885 1.23 0.19 -0.32
H -3.30614 -1.78540 -1.63340 0.34 1.19 0.09
H -1.83907 -0.73992 -1.87945 -0.94 0.13 0.32
H -4.31139 1.53091 -0.50435 -0.07 -0.56 0.76
H -4.23384 0.20585 -3.90075 0.00 -0.57 -0.20
H -2.73109 2.88190 -3.50263 0.17 -0.54 1.01
H -1.99674 2.67232 -1.85792 -0.05 -0.72 -0.81
H -1.55047 1.03679 -4.37197 -0.41 0.08 0.57
H 0.17246 2.70972 -2.58950 -0.44 -0.82 -0.93
H 0.77950 1.69633 -4.00766 -1.01 0.36 0.64
H -0.36765 3.06363 -4.28991 0.29 -0.66 0.85
H -5.83545 -1.40683 -1.47531 -0.40 0.98 -0.44
H -6.64452 0.08704 -0.83729 0.29 -0.23 -0.99
H -8.42523 -1.19128 -2.59375 0.74 0.36 -0.09
H -4.22322 3.59231 -1.23393 -1.04 -0.14 -0.62
H -5.90074 3.01885 -0.82516 0.75 0.79 -0.77
H -6.92924 5.03390 -1.83820 1.04 -0.27 -0.58
H -5.37097 5.38614 -2.85219 -0.78 -0.59 0.62
H -5.55906 6.93909 -0.78942 0.34 -1.12 0.05
H -4.09802 5.78093 -0.81595 -1.23 0.64 0.01
H -6.45753 4.54400 0.59542 0.87 0.92 0.37
H -4.71505 4.52867 1.03310 -0.90 0.95 -0.15
H -5.78933 5.99003 1.50551 0.43 -0.79 -0.69
C 6.16727 -2.40559 5.14262 0.01 -0.08 0.03
C 6.99926 -3.25780 4.19114 -0.08 0.07 0.15
C 7.50683 -2.49895 2.96580 0.12 -0.39 0.06
C 6.48817 -1.98489 1.95075 0.27 -0.01 0.05
N 5.64428 -3.03724 1.23221 -0.16 -0.12 -0.44
C 4.37520 -3.37982 2.01136 0.04 0.18 0.12
C 3.38523 -2.31121 1.60681 -0.12 0.13 0.15
C 3.61859 -2.17018 0.11607 -0.28 0.05 -0.40
C 5.10487 -2.44071 -0.09406 -0.08 0.04 0.04
C 6.43408 -4.27749 0.91388 -0.11 0.33 0.19
H 5.31520 -1.93860 4.64324 -0.03 0.03 0.06
H 5.78160 -3.02296 5.95568 -0.02 0.11 -0.02
H 6.77604 -1.61337 5.58405 -0.07 0.00 -0.05
H 6.43134 -4.14533 3.89870 0.04 -0.02 -0.01
H 7.86725 -3.63134 4.74138 -0.02 -0.02 -0.12
H 8.24758 -3.11695 2.45003 -0.04 0.07 -0.04
H 8.06788 -1.62687 3.31981 -0.16 0.05 -0.15
H 7.05062 -1.46419 1.17368 -0.14 -0.07 0.00
H 5.80586 -1.26058 2.40001 -0.09 -0.17 -0.12
H 4.04155 -4.36647 1.68291 0.12 0.06 -0.02
H 4.57734 -3.39742 3.07853 0.19 -0.09 -0.06
H 3.59251 -1.36779 2.11871 -0.04 -0.09 0.07
H 2.35727 -2.59111 1.83749 0.09 0.03 0.05
H 3.32651 -1.18803 -0.25576 0.01 -0.09 -0.01
H 3.02918 -2.90949 -0.43119 0.01 0.08 0.06
H 5.66164 -1.53631 -0.33257 0.09 -0.14 0.14
H 5.25817 -3.16745 -0.89161 0.19 0.03 0.18
H 6.70955 -4.77852 1.83856 0.07 0.07 -0.06
H 7.31689 -3.98431 0.34563 -0.04 -0.10 0.07
H 5.80741 -4.94383 0.32207 0.03 0.14 0.02

---

Entry 5:
25
Properties=species:S:1:pos:R:3:forces:R:3 method="wB97M-V/def2-TZVPD" homo_ev=-8.149 total_charge=0 orbital_gap_ev=8.01 energy_ha=-1470.5958
C -0.15373 2.69765 -0.86210 -0.83 -4.51 1.19
C -1.28098 1.95348 -0.51705 -0.35 3.07 -0.48
C 1.24898 2.22574 -0.51277 -2.00 1.26 -0.62
C -1.37976 0.90888 0.44545 -0.98 -0.28 0.15
C 1.77586 1.05846 -0.19127 -0.16 -1.31 0.01
C -2.48294 0.14737 0.66598 0.35 1.19 -2.76
C 3.67198 -0.45566 0.17769 -0.08 2.95 0.74
C -2.78914 -2.18787 1.01723 -2.71 -1.86 1.01
O -4.14825 -0.85158 -1.34001 0.38 -0.15 0.52
O -4.17220 1.59286 -1.10734 0.34 -1.15 0.90
O 3.03017 0.86892 0.24852 0.82 0.72 -0.52
O -2.65993 -0.84447 1.47222 0.37 -1.27 1.90
S -4.00901 0.29051 -0.48522 0.07 1.59 -1.19
Cl -5.53924 0.16147 0.86682 0.20 -0.10 0.28
H -0.35247 3.46395 -1.57256 0.47 0.83 -0.18
H -2.30793 2.34084 -0.70179 1.27 0.09 -0.84
H 1.93830 2.99630 -0.52662 1.42 1.68 0.09
H -0.52920 0.98349 1.08272 0.52 -1.25 0.92
H 1.23360 0.14918 -0.25396 -0.80 -0.87 -0.12
H 4.70421 -0.26223 -0.18396 -0.92 -0.56 -0.24
H 3.02022 -1.10986 -0.33914 -0.09 -0.93 -0.79
H 3.70824 -0.65033 1.22116 0.37 -1.13 0.81
H -2.09206 -2.88412 1.49564 -0.10 0.63 0.62
H -2.66311 -2.41917 -0.01713 0.12 0.90 -1.01
H -3.90201 -2.50549 1.26566 2.32 0.46 -0.38